# 1
C47H36F15GeN5OPRbS6 | the ωB97M-V functional and the def2-TZVPD basis

Properties
lowest unoccupied orbital energy	3.14	eV
net charge	-2
frontier orbital gap	2.93	eV
energy relative to the best compared isomer or geometry (same formula, charge and spin)	0.0	kJ/mol
total energy	-231055.025	eV
highest occupied orbital energy	0.008	Eh

Structure (XYZ):
```
113
Properties=species:S:1:pos:R:3:forces:R:3
Rb 0.5134 0.3484 0.4490 0.64 -0.10 0.47
N 2.2112 0.7705 -1.9724 -0.87 0.08 -0.50
C 2.1004 1.8088 -2.9871 0.28 -0.06 -0.76
C 0.7146 2.4246 -3.1894 -0.26 0.07 1.36
N -0.0514 2.6607 -1.9070 1.02 0.02 -1.29
C -1.4701 2.4651 -2.1902 -0.07 0.33 0.51
C -2.3477 2.3502 -0.9311 -0.28 1.17 -0.08
N -2.2217 1.0895 -0.2424 0.07 -0.27 -0.80
C 0.2113 4.0064 -1.4084 -0.72 0.42 -0.98
C 1.6212 4.4523 -1.1403 1.53 -0.80 -0.70
N 2.2504 3.7200 -0.0557 0.22 -0.59 0.05
H 3.0473 0.2455 -2.2151 -0.16 -0.21 0.56
H 1.3948 0.1633 -2.1443 0.58 -0.19 0.16
H 2.3935 1.3817 -3.9597 -0.10 0.31 -0.22
H 2.8286 2.5917 -2.7921 0.13 0.12 0.19
H 0.0743 1.7650 -3.7815 0.33 0.05 -0.14
H 0.8724 3.3899 -3.7079 -0.32 -0.29 -0.13
H -1.5320 1.5510 -2.7819 -0.31 -0.12 0.22
H -1.9030 3.2848 -2.8259 0.36 -0.21 0.32
H -3.3590 2.5776 -1.2985 -0.23 -0.22 0.10
H -2.1432 3.1636 -0.2095 0.16 -0.23 -0.37
H -2.4857 0.3640 -0.9081 0.17 -0.30 0.43
H -2.7927 1.0169 0.5806 -0.27 0.11 0.12
H -0.3222 4.1127 -0.4774 -0.28 0.20 0.36
H -0.2012 4.7496 -2.1581 0.04 -0.37 0.51
H 1.5473 5.4906 -0.8590 0.00 0.50 0.14
H 2.2985 4.4080 -2.0467 -1.00 0.27 0.39
H 2.5504 2.7894 -0.3790 -0.32 0.22 0.27
H 3.1203 4.1699 0.2117 -0.13 0.00 0.18
O 7.3750 -2.3821 4.0069 -1.05 0.48 -0.09
C 6.3419 -1.9352 3.5249 -1.25 0.34 -1.36
S 5.9609 -0.2118 3.0888 1.92 -0.29 1.07
C 4.5221 -0.2882 2.1562 -1.46 -6.89 0.91
C 3.9457 -1.6903 2.1209 3.67 5.60 1.09
S 2.5950 -2.1751 1.3547 -2.88 -1.06 -1.46
S 4.8923 -2.8806 2.9154 1.70 -0.65 1.14
S 3.9007 1.0405 1.4430 -1.09 2.61 -1.15
S -1.6526 -3.8487 3.9378 0.35 0.76 -0.01
C -0.9472 -2.8768 2.6746 -1.66 1.40 -0.98
N -1.6088 -1.7754 2.3472 1.42 -1.30 0.47
C -2.6560 -1.5672 3.2159 -0.13 0.61 0.02
C -3.5562 -0.4641 3.1796 -0.12 -1.06 0.83
C -4.5334 -0.3948 4.1729 0.46 0.64 -0.43
C -4.6069 -1.3477 5.1859 0.28 -0.87 0.37
C -3.7915 -2.4883 5.1586 -0.33 0.44 0.09
C -2.7817 -2.5632 4.2031 -1.05 -0.06 -0.06
H -0.1073 -3.2252 2.1033 0.46 -0.02 -0.02
H -3.5249 0.3135 2.4312 0.28 -0.17 -0.12
H -5.2230 0.4579 4.1604 0.29 -0.35 0.14
H -5.2608 -1.1977 6.0446 -0.17 -0.16 -0.40
H -3.9612 -3.3239 5.8362 0.15 0.37 0.14
F -0.6692 -4.9727 -5.5073 -0.46 -0.35 -0.28
C -0.1031 -5.3030 -4.3394 0.55 0.62 1.02
C -0.0330 -4.2872 -3.3573 1.03 -1.49 -0.10
C 0.8096 -4.5533 -2.2633 -0.10 0.81 0.13
F 1.1980 -3.6083 -1.3856 -0.80 -0.66 -0.69
C 1.3770 -5.8008 -2.0665 0.62 -0.38 0.37
F 2.1627 -6.0204 -0.9851 -0.62 0.00 -0.91
C 1.2173 -6.7915 -3.0273 0.40 0.18 0.42
F 1.8537 -7.9614 -2.8701 -0.26 0.14 -0.07
C 0.5068 -6.5435 -4.1926 -0.18 -0.05 0.12
F 0.4512 -7.5325 -5.1111 -0.12 0.52 0.02
Ge -1.0319 -2.6457 -3.6204 0.77 1.76 1.14
S -0.8683 -1.1255 -2.1199 -0.26 -0.59 -0.38
C -0.2877 -1.7369 -5.2109 -0.22 0.60 -1.57
C -0.9285 -0.5628 -5.6981 0.32 -0.48 0.28
F -2.0924 -0.1471 -5.1814 0.11 -0.06 0.37
C -0.4087 0.2507 -6.6893 0.33 0.21 0.02
F -0.8532 1.5037 -6.9411 -0.34 -0.80 -0.01
C 0.6908 -0.1993 -7.3988 0.19 -0.13 0.45
F 1.1495 0.4972 -8.4369 0.14 0.12 -0.08
C 1.3624 -1.3240 -6.9654 -0.14 -0.92 0.15
F 2.4407 -1.7342 -7.6468 0.17 0.08 0.06
C 0.8976 -2.0790 -5.8734 -0.08 0.94 0.62
F 1.7277 -3.0249 -5.3570 -0.67 0.30 -0.74
C -2.8704 -3.2686 -3.8495 -0.02 0.02 -1.52
C -3.5981 -3.0213 -5.0316 -1.07 -0.65 0.77
F -3.1203 -2.3880 -6.1206 0.22 -0.24 0.61
C -4.9462 -3.4019 -5.1190 0.51 0.29 0.47
F -5.7156 -2.9937 -6.1397 0.17 -0.27 0.03
C -5.5129 -4.1514 -4.0917 0.72 -0.12 -0.93
F -6.7846 -4.5448 -4.2191 0.04 -0.03 0.27
C -4.7342 -4.5553 -3.0137 -0.17 1.10 -0.34
F -5.3396 -5.2500 -2.0751 -0.21 -0.62 0.90
C -3.4613 -4.0146 -2.8409 -0.65 0.55 0.42
F -2.9380 -4.0518 -1.5833 -0.01 -0.49 -1.25
C -0.9886 3.8923 5.0858 -0.72 1.23 0.19
P 0.0260 3.0506 3.7880 -0.27 0.36 0.72
C 1.4171 4.2219 3.9906 0.82 0.42 -0.89
C 1.3708 5.4082 3.2111 -0.44 0.01 0.24
C 2.4498 6.2885 3.1070 0.11 -0.89 -0.04
C 3.6777 5.9230 3.7212 -1.23 0.16 -0.12
C 3.6687 4.8705 4.6147 -0.09 -1.40 0.73
C 2.5576 3.9683 4.7317 0.67 1.19 -0.12
C 0.4955 1.5992 4.7744 1.19 -1.06 -0.18
C -0.2030 1.1931 5.8973 -1.12 0.04 0.20
C 0.0477 -0.0235 6.5321 -0.03 -0.41 -0.09
C 1.0981 -0.8437 6.0895 -0.34 0.52 0.79
C 1.8236 -0.4368 4.9790 0.39 -0.42 0.05
C 1.5237 0.7365 4.3184 -0.68 0.95 -0.23
H -1.8966 3.3373 5.3490 0.11 0.12 -0.18
H -1.3234 4.8749 4.6667 0.23 -0.71 0.26
H -0.4339 4.1260 6.0238 -0.19 -0.35 -0.67
H 0.4104 5.5998 2.6955 0.73 0.11 0.10
H 2.3515 7.1953 2.5022 0.17 -0.40 0.11
H 4.6051 6.4179 3.4614 -0.10 0.31 0.34
H 4.5550 4.6821 5.2505 -0.46 -0.06 -0.70
H 2.5795 3.0845 5.3696 0.32 0.27 -0.13
H -1.0552 1.8099 6.2100 0.45 -0.53 0.20
H -0.6517 -0.3632 7.3079 0.54 0.22 -0.09
H 1.4091 -1.7262 6.6717 -0.41 0.31 -0.55
H 2.6298 -1.0643 4.6203 0.08 0.07 -0.19
H 2.0662 1.0348 3.4256 0.31 -0.26 -0.07
```
Forces are in eV/Å.

Here are the Mulliken charges for atoms 1 to 4, given in e: Rb 0.86; N 0.06; C -1.12; C -0.55

# 2
C47H37N3O2P2TeTl | the ωB97M-V functional and the def2-TZVPD basis

Properties
lowest unoccupied orbital energy	2.22	eV
net charge	-1
frontier orbital gap	6.50	eV
energy relative to the best compared isomer or geometry (same formula, charge and spin)	69.8	kJ/mol
total energy	-88468.782	eV
highest occupied orbital energy	-0.157	Eh

Structure (XYZ):
```
93
Properties=species:S:1:pos:R:3:forces:R:3
Tl -0.8394 0.6112 -0.3325 -0.44 0.34 0.18
C 0.3476 4.2820 1.4389 -0.04 -0.07 -0.22
O -0.9357 3.7086 1.2751 0.02 -0.39 -0.08
C -1.9920 4.5084 0.9724 0.05 -0.24 0.02
C -1.9047 5.8935 1.0156 0.08 0.14 0.04
C -3.0092 6.6867 0.7453 -0.02 -0.04 -0.03
C -4.2131 6.0871 0.4201 -0.01 0.14 0.06
C -4.2997 4.7073 0.3670 0.16 -0.24 -0.03
C -3.2074 3.8745 0.6339 -0.05 0.64 0.12
N -3.2720 2.4582 0.5509 -0.23 -0.89 -0.28
N -4.4804 2.0695 0.5046 0.43 0.95 0.08
C -4.9360 0.8131 0.3457 0.10 -1.20 0.10
C -4.1901 -0.4230 0.1691 -0.37 0.44 0.04
O -2.9434 -0.5622 0.0841 0.39 0.48 0.01
C -4.9658 -1.6484 0.0672 -0.14 -0.12 -0.05
C -6.3056 -1.6881 0.1574 0.05 0.00 -0.02
C -7.0702 -0.4960 0.3504 -0.08 0.16 -0.02
C -8.4700 -0.5456 0.4459 -0.06 0.01 0.01
C -9.2136 0.5978 0.6005 -0.12 -0.11 0.01
C -8.5566 1.8308 0.6615 0.11 0.00 -0.03
C -7.1861 1.8981 0.5735 -0.13 0.08 0.04
C -6.3949 0.7408 0.4249 0.15 -0.08 -0.08
H 0.4026 4.8842 2.3499 0.00 0.06 0.01
H 0.6247 4.8908 0.5739 -0.04 0.07 0.01
H 1.0419 3.4461 1.5229 -0.17 0.23 -0.10
H -0.9693 6.3692 1.2737 0.02 -0.05 0.01
H -2.9143 7.7643 0.7895 -0.03 0.01 -0.01
H -5.0855 6.6935 0.2108 -0.01 -0.03 -0.03
H -5.2296 4.2294 0.1049 -0.02 0.02 -0.07
H -4.3903 -2.5507 -0.0994 0.06 0.03 0.04
H -6.8349 -2.6307 0.0656 0.00 -0.02 0.03
H -8.9587 -1.5129 0.3975 0.01 -0.01 -0.02
H -10.2932 0.5478 0.6698 0.00 -0.01 0.01
H -9.1361 2.7385 0.7799 0.04 0.03 -0.01
H -6.6862 2.8520 0.6176 -0.04 0.01 0.07
Te 3.1097 -3.6965 -0.2657 0.24 1.17 -0.05
C 5.0041 -2.6939 -0.4051 -0.04 -0.31 0.00
C 5.5263 -2.3250 -1.6397 -0.04 -0.02 -0.01
C 6.6698 -1.5408 -1.6838 -0.01 0.02 0.01
N 7.3197 -1.1207 -0.6002 0.08 0.03 0.00
C 6.8371 -1.5067 0.5790 0.00 0.03 -0.02
C 5.7020 -2.2907 0.7277 -0.05 -0.01 0.02
C 2.0541 -1.8333 -0.3219 -1.22 -1.56 0.12
P 0.9573 -1.5592 -1.7465 0.94 0.53 0.05
C 1.3408 -2.7786 -3.0594 -0.29 -0.08 -0.06
C 2.2156 -2.5736 -4.1228 -0.03 -0.03 0.09
C 2.3592 -3.5407 -5.1097 0.05 -0.03 -0.04
C 1.6329 -4.7193 -5.0488 0.00 -0.04 -0.01
C 0.7481 -4.9301 -3.9983 0.01 -0.05 -0.02
C 0.6016 -3.9643 -3.0185 0.07 0.07 -0.02
C 1.7323 -0.0519 -2.5157 -0.27 -0.06 -0.15
C 3.0559 0.3166 -2.3038 0.03 0.01 0.05
C 3.5774 1.4605 -2.8934 0.04 0.01 -0.01
C 2.7699 2.2725 -3.6789 -0.02 0.00 -0.02
C 1.4402 1.9282 -3.8808 -0.03 0.05 -0.03
C 0.9293 0.7738 -3.3048 0.13 -0.10 -0.08
P 0.9923 -1.4464 1.1071 1.05 0.36 -0.21
C 1.3726 -2.6496 2.4411 -0.30 -0.01 0.07
C 2.3524 -2.4936 3.4178 -0.06 -0.01 -0.06
C 2.5449 -3.4750 4.3809 0.05 -0.01 0.04
C 1.7615 -4.6186 4.3862 0.00 -0.02 -0.02
C 0.7674 -4.7747 3.4289 0.02 -0.07 0.03
C 0.5737 -3.7950 2.4704 0.05 0.07 -0.02
C 1.8347 0.0480 1.8168 -0.19 -0.09 0.18
C 1.0822 0.9102 2.6149 0.08 -0.12 0.08
C 1.6716 2.0077 3.2271 0.08 -0.13 0.22
C 3.0246 2.2587 3.0439 0.00 -0.02 0.06
C 3.7743 1.4270 2.2214 0.03 -0.01 -0.02
C 3.1788 0.3362 1.6029 0.02 0.04 -0.07
H 5.0333 -2.6318 -2.5545 0.00 0.05 -0.02
H 7.0808 -1.2182 -2.6361 -0.02 -0.04 -0.01
H 7.3832 -1.1552 1.4497 -0.02 -0.05 0.02
H 5.3529 -2.5690 1.7150 -0.01 0.05 0.01
H 2.7836 -1.6541 -4.1831 0.00 0.01 -0.01
H 3.0374 -3.3713 -5.9380 0.02 0.02 0.03
H 1.7494 -5.4705 -5.8206 -0.01 0.01 0.00
H 0.1638 -5.8415 -3.9587 0.01 0.00 0.03
H -0.0997 -4.1122 -2.2038 -0.01 -0.03 -0.02
H 3.6724 -0.3027 -1.6629 -0.01 -0.01 0.02
H 4.6196 1.7177 -2.7414 -0.02 0.01 0.04
H 3.1714 3.1720 -4.1300 0.01 -0.01 0.02
H 0.7997 2.5650 -4.4800 0.01 -0.02 0.00
H -0.1047 0.4928 -3.4827 -0.02 0.03 0.02
H 2.9695 -1.6048 3.4273 0.01 0.02 0.00
H 3.3101 -3.3447 5.1375 0.01 0.01 -0.03
H 1.9230 -5.3855 5.1339 -0.02 0.02 0.01
H 0.1387 -5.6569 3.4432 0.01 0.01 -0.04
H -0.2056 -3.9061 1.7234 -0.02 -0.03 0.03
H 0.0271 0.7031 2.7696 -0.01 0.04 0.03
H 1.0763 2.6695 3.8454 0.00 -0.04 0.01
H 3.4916 3.1014 3.5398 0.00 0.02 -0.04
H 4.8296 1.6226 2.0682 -0.02 0.01 -0.02
H 3.7497 -0.3068 0.9426 0.00 -0.02 0.00
```
Forces are in eV/Å.

Here are the Mulliken charges for atoms 1 to 4, given in e: Tl 1.35; C -0.78; O -0.07; C 0.92